(1)
Computed, not measured: a molecular structure, C38H47ClN7O8S2V, with wB97M-V/def2-TZVPD.

Values from the calculation:
LUMO level (alpha / beta) = 1.78 / 1.78 eV
Multiplicity = 4
Net charge = -1
Energy above the lowest of the compared OMol25 structures with the same formula, charge and spin = 0.000 eV
HOMO-LUMO gap (alpha / beta) = 0.1803 / 0.2186 Ha
HOMO energy (alpha / beta) = -0.1150 / -0.1533 hartree

Last column: Löwdin spin population.
Atoms and positions in Å:
1 H 8.748 20.667 9.776  0.00
2 C 8.224 13.932 13.276  0.00
3 H 10.740 23.586 21.832  0.00
4 C 12.678 11.156 11.330  0.00
5 C 8.417 23.091 15.212  0.00
6 C 9.422 13.065 12.774  0.00
7 H 11.215 23.698 19.392  0.00
8 C 9.428 23.487 12.653  0.00
9 H 5.622 22.893 16.474  0.00
10 H 7.954 16.112 16.143  0.00
11 C 12.921 9.787 8.871  0.00
12 H 11.948 19.225 11.968  0.00
13 H 7.921 12.251 11.599  0.00
14 C 12.393 9.143 9.992  0.00
15 H 10.259 21.282 10.502  0.00
16 H 7.790 13.404 14.108  0.00
17 C 5.953 16.900 15.526  0.00
18 C 8.423 22.041 14.283  0.00
19 H 10.921 10.701 13.069  0.00
20 C 10.348 15.873 17.241  0.00
21 H 13.545 19.188 12.594  0.00
22 C 9.938 20.409 20.866  0.00
23 H 10.144 15.975 18.308  0.00
24 H 13.855 11.617 8.184  0.00
25 H 9.334 11.463 15.190  0.00
26 N 10.757 14.716 16.728  0.00
27 H 11.943 14.364 13.775  0.00
28 C 6.496 23.419 16.983  0.00
29 H 6.297 23.180 18.033  0.00
30 C 12.252 9.802 11.240  0.00
31 O 10.719 21.084 16.314  0.03
32 H 9.690 19.494 21.329  0.00
33 H 8.050 21.851 16.980  0.00
34 C 10.452 16.150 15.131  0.00
35 H 6.165 20.935 14.486  0.00
36 H 7.473 14.009 12.504  0.00
37 H 9.745 25.484 13.288  0.00
38 N 8.254 20.659 14.723  0.00
39 Cl 12.881 9.056 7.313  0.00
40 C 10.172 13.863 11.622  0.00
41 H 12.503 19.463 15.919  0.00
42 H 9.820 23.717 11.642  0.00
43 O 9.440 17.879 19.587  0.00
44 H 13.525 11.424 13.266  0.00
45 O 11.742 23.117 16.988  0.00
46 H 10.354 16.589 14.142  0.00
47 H 13.892 19.313 14.915  0.00
48 C 8.917 22.257 12.923  0.00
49 H 7.495 21.176 11.847  0.00
50 N 7.893 18.088 15.352  0.01
51 C 10.655 22.688 21.200  0.00
52 O 8.736 19.235 17.741  0.03
53 C 9.151 21.447 10.458  0.00
54 N 10.817 14.881 15.411  0.00
55 H 8.424 11.095 12.836  0.00
56 C 8.621 21.224 11.864  0.00
57 C 8.800 11.843 12.141  0.00
58 O 11.007 18.702 17.826  0.02
59 O 10.822 18.833 14.181  0.03
60 H 5.373 16.005 15.579  0.00
61 H 9.112 22.400 9.958  0.00
62 N 12.936 19.062 15.050  0.01
63 H 11.982 9.224 12.121  0.00
64 C 7.349 16.906 15.722  0.01
65 C 7.892 22.881 16.666  0.00
66 C 9.429 24.509 13.619  0.00
67 N 12.561 19.258 12.777  0.00
68 O 9.753 12.363 15.173  0.00
69 C 6.766 18.903 15.031  0.00
70 H 12.044 8.086 9.875  0.00
71 H 8.378 14.992 13.509  0.00
72 C 10.433 12.688 13.973  0.00
73 C 10.238 20.460 19.489  0.00
74 H 12.080 13.308 15.081  0.00
75 C 5.537 18.205 15.231  0.01
76 H 9.766 21.391 22.734  0.00
77 C 8.880 24.370 14.839  0.00
78 H 8.796 25.172 15.586  0.00
79 H 10.944 13.238 11.163  0.00
80 V 9.762 19.169 16.010  2.75
81 H 6.445 24.507 16.786  0.00
82 H 10.500 14.868 11.964  0.00
83 C 11.488 11.488 13.588  0.00
84 N 10.160 16.793 16.265  0.03
85 C 13.418 11.090 9.034  0.00
86 H 9.445 14.007 10.830  0.00
87 C 11.339 13.823 14.497  0.00
88 H 9.356 11.290 11.396  0.00
89 H 13.576 12.827 10.212  0.00
90 S 9.853 18.917 18.681  0.01
91 S 11.640 21.697 17.316  0.01
92 H 4.515 18.561 15.146  0.00
93 H 8.580 23.529 17.300  0.00
94 C 10.096 21.533 21.691  0.00
95 C 10.934 22.757 19.833  0.00
96 H 11.807 11.131 14.582  0.00
97 O 12.927 20.999 17.510  0.00
98 H 12.852 12.887 12.587  0.00
99 C 10.800 21.608 18.965  0.00
100 C 12.682 11.807 12.732  0.00
101 C 6.991 20.267 14.697  0.01
102 C 13.257 11.786 10.210  0.00
103 C 12.056 19.040 13.999  0.01
104 H 8.943 20.217 12.201  0.00

***

(2)
Computed, not measured: a molecular structure, C38H48BiCl3N6O4P2, with wB97M-V/def2-TZVPD.

Values from the calculation:
LUMO level = -4.71 eV
Net charge = +2
Energy above the lowest of the compared OMol25 structures with the same formula, charge and spin = 0.000 eV
HOMO-LUMO gap = 0.3168 Ha
HOMO energy = -0.4898 hartree

Last column: Löwdin charge in e.
Atoms and positions in Å:
1 C 3.637 2.178 2.624  -0.15
2 C -1.243 -3.678 -4.142  -0.06
3 C 4.288 0.897 2.107  -0.24
4 N 1.338 2.339 0.254  -0.08
5 H -6.638 2.751 3.971  0.12
6 O 3.127 -2.144 2.767  -0.05
7 H 3.984 -0.692 0.841  0.12
8 H 0.310 3.044 2.751  0.14
9 H 2.849 1.606 4.924  0.12
10 C 3.495 0.657 -2.997  -0.33
11 C -1.430 1.672 -3.443  -0.09
12 C -5.267 0.477 1.773  -0.06
13 H -3.532 -0.897 -3.449  0.10
14 H -3.477 -5.838 1.973  0.11
15 N 4.202 2.622 -2.311  0.01
16 H 3.767 3.012 1.901  0.11
17 H 0.667 -5.022 -1.632  0.10
18 Cl 1.388 -5.055 1.444  0.67
19 H 2.482 -1.168 -2.448  0.06
20 C -4.341 -4.027 1.225  -0.05
21 C -3.084 2.003 -5.120  -0.06
22 Cl 4.184 -4.707 2.294  0.63
23 H -0.923 -2.340 1.996  0.06
24 C 3.748 1.456 -4.093  -0.01
25 H -5.278 -4.543 0.890  0.14
26 H 4.173 -1.300 -2.798  0.08
27 C 3.272 -0.797 -3.124  -0.03
28 O 1.465 -2.221 1.231  -0.29
29 H 0.370 -1.101 4.226  0.11
30 P -1.236 -0.393 -1.654  0.79
31 C -3.113 0.029 -3.763  -0.10
32 H 0.361 -2.754 -0.685  0.09
33 H -0.132 1.190 4.463  0.11
34 C -1.896 -2.792 1.915  -0.07
35 C 0.870 0.830 4.743  -0.22
36 H 5.355 1.167 1.870  0.15
37 H -1.773 -4.010 -5.015  0.11
38 H -3.532 2.544 -5.928  0.11
39 C -3.699 0.841 -4.696  -0.05
40 C 2.522 -2.636 1.794  -0.85
41 C -4.139 -2.682 1.062  -0.09
42 C 4.137 2.735 -3.665  -0.27
43 H 1.593 2.915 4.757  0.14
44 H -7.233 0.895 2.426  0.10
45 C -2.973 -2.027 1.496  -0.30
46 C 1.597 3.540 1.017  -0.24
47 Bi 1.183 0.049 1.669  2.07
48 H -4.642 0.614 -5.150  0.12
49 C 1.392 3.209 2.508  -0.19
50 H -4.066 3.036 4.481  0.12
51 H 1.954 -0.959 4.444  0.11
52 H 4.428 4.877 -3.934  0.09
53 C 0.047 -4.294 -2.202  -0.09
54 C -3.514 1.495 3.074  -0.09
55 H -0.514 1.996 -2.955  0.10
56 H 4.051 2.640 3.519  0.13
57 C -4.448 2.297 3.741  -0.07
58 C -2.049 -4.192 1.999  -0.05
59 H 3.059 -1.071 -4.192  0.11
60 H 3.579 1.009 -5.083  0.13
61 P -2.630 -0.341 1.248  0.75
62 C -1.896 0.428 -3.131  -0.31
63 H 5.078 3.774 -5.219  0.08
64 C -6.209 1.159 2.577  -0.05
65 C -0.216 -3.051 -1.616  -0.07
66 H -1.140 -4.745 2.318  0.07
67 C -2.073 2.521 -4.363  -0.05
68 C -3.312 -4.782 1.802  -0.04
69 H 0.857 0.756 5.820  0.13
70 H -1.792 3.583 -4.474  0.12
71 C -0.971 -2.096 -2.344  -0.24
72 H 1.689 4.052 3.144  0.13
73 H 4.405 0.168 2.926  0.12
74 C -1.337 -2.391 -3.655  -0.08
75 C 1.939 1.898 4.436  -0.16
76 H 3.370 4.068 -5.059  0.08
77 H 0.893 4.318 0.682  0.13
78 N 2.176 2.037 2.984  -0.28
79 O -1.292 0.072 1.861  -0.54
80 C -3.912 0.636 2.042  -0.28
81 N 1.140 -0.448 4.079  -0.07
82 H 3.570 0.826 0.121  0.06
83 H -3.175 0.703 -0.893  0.08
84 H 0.379 2.347 -0.188  0.10
85 C -0.501 -4.594 -3.438  -0.08
86 H 2.051 2.078 -0.468  0.06
87 H -2.496 1.561 3.491  0.09
88 H -3.512 -1.076 -0.805  0.09
89 Cl 3.605 -3.999 -0.396  0.56
90 H -5.603 -0.213 1.033  0.09
91 N 3.834 1.379 -1.842  0.02
92 C -5.837 2.152 3.514  -0.03
93 C 4.291 3.949 -4.513  -0.01
94 H -4.880 -2.040 0.612  0.09
95 H 4.629 3.320 -1.688  0.17
96 C -2.762 -0.264 -0.552  -0.26
97 O -0.001 0.081 -0.973  -0.43
98 N 3.581 0.262 1.028  -0.08
99 H 2.649 3.939 0.855  0.12
100 C 2.857 -4.033 1.304  -1.39
101 H -1.788 -1.594 -4.180  0.06
102 H -0.362 -5.683 -3.772  0.14

***

(3)
Computed, not measured: a molecular structure, C38H48IrN7O2S3Sb, with wB97M-V/def2-TZVPD.

Values from the calculation:
LUMO level (alpha / beta) = -5.72 / -7.98 eV
Multiplicity = 2
Net charge = +2
Energy above the lowest of the compared OMol25 structures with the same formula, charge and spin = 2.276 eV
HOMO-LUMO gap (alpha / beta) = 0.2275 / 0.1446 Ha
HOMO energy (alpha / beta) = -0.4379 / -0.4378 hartree

Last column: Löwdin spin population.
Atoms and positions in Å:
1 N -1.007 1.757 -2.256  0.00
2 H 1.995 -2.337 3.190  0.00
3 C -0.777 -2.920 -0.212  0.00
4 C 0.275 -4.656 1.322  0.00
5 C 0.448 3.992 -0.036  0.00
6 C -5.416 -0.775 -0.419  0.03
7 H 5.348 -3.955 -1.193  0.00
8 C -3.099 2.577 -2.333  0.00
9 H 4.715 -1.174 2.343  0.00
10 C 2.447 0.756 -2.571  0.00
11 H 1.581 -4.625 -1.543  0.00
12 N -0.471 3.202 0.528  0.00
13 C 3.312 -3.792 -0.501  0.00
14 C 1.184 1.013 -2.059  0.00
15 N 0.992 1.117 -0.720  0.00
16 C -3.142 -0.467 0.522  0.02
17 H -4.161 0.023 -1.591  0.00
18 H -1.177 5.045 3.228  0.00
19 C -0.685 4.767 2.305  0.00
20 C -4.889 -1.671 1.797  0.01
21 C 2.911 -2.359 2.586  0.00
22 H 4.155 0.805 0.330  0.00
23 C 0.117 1.292 -4.372  0.00
24 C 0.633 0.042 -6.369  0.00
25 H -0.435 -3.417 -1.122  0.00
26 H 1.409 7.431 1.814  0.00
27 H 0.707 -0.772 -4.384  0.00
28 C 0.715 6.858 2.425  0.00
29 H -1.833 2.975 2.071  0.00
30 C -6.743 -1.160 -0.227  0.00
31 Sb 2.119 -2.272 0.533  0.00
32 H 2.507 -3.438 -2.483  0.00
33 O -5.111 -0.178 -1.571  0.03
34 N -1.358 0.410 1.610  0.12
35 C 2.584 -4.253 -1.757  0.00
36 H 2.564 0.698 -3.643  0.00
37 H -0.177 -2.612 1.837  0.00
38 C 0.853 5.178 0.541  0.00
39 H 1.598 5.781 0.041  0.00
40 H 0.460 1.116 -8.217  0.00
41 C 3.328 0.817 -0.365  0.00
42 C 0.938 0.451 4.792  0.01
43 H 1.198 6.633 3.378  0.00
44 H 1.868 1.266 1.120  0.00
45 C -0.762 0.397 2.818  0.10
46 H 3.262 -0.201 2.636  0.00
47 H -4.159 -1.863 2.570  0.00
48 H 4.589 -3.706 2.267  0.00
49 H 4.594 -2.403 -1.563  0.00
50 H -0.266 3.214 -7.132  0.00
51 C 0.161 -3.178 0.960  0.00
52 S 0.620 1.322 3.229  0.09
53 H 4.521 0.436 -2.095  0.00
54 H -7.449 -0.960 -1.021  0.00
55 H 1.525 -0.436 4.554  0.00
56 C 3.770 -1.137 2.891  0.00
57 H -0.864 -1.850 -0.425  0.00
58 H 4.020 -1.102 3.958  0.00
59 H -4.194 2.819 -4.025  0.00
60 Ir -1.097 1.330 -0.291  0.04
61 C -6.189 -2.050 1.957  0.01
62 H -6.503 -2.546 2.865  0.00
63 N -2.081 2.098 -2.992  0.00
64 H 1.519 1.115 5.430  0.00
65 H 5.149 -2.758 0.085  0.00
66 S -3.143 2.789 -0.600  0.01
67 C -1.047 3.601 1.672  0.00
68 H -0.496 3.326 -4.682  0.00
69 C 3.527 0.633 -1.715  0.00
70 N -4.179 2.940 -3.026  0.00
71 C 4.676 -3.185 -0.803  0.00
72 C -0.053 2.339 -6.532  0.00
73 C -4.469 -1.012 0.616  0.04
74 H -8.153 -2.083 1.072  0.00
75 H 3.941 -3.734 3.906  0.00
76 H -0.329 -0.627 6.179  0.00
77 H -1.780 -3.303 0.011  0.00
78 H 0.650 -5.248 0.485  0.00
79 C 0.526 0.110 -4.989  0.00
80 H 3.143 -5.065 -2.230  0.00
81 H -4.989 3.301 -2.555  0.00
82 H -0.709 -5.057 1.589  0.00
83 C 0.362 1.161 -7.141  0.00
84 H 3.409 -4.609 0.216  0.00
85 C -0.189 2.404 -5.156  0.00
86 C 3.667 -3.660 2.848  0.00
87 C 2.049 1.074 0.083  0.00
88 C -0.407 0.112 5.382  0.01
89 H 0.927 -0.886 -6.843  0.00
90 C -7.121 -1.784 0.937  0.03
91 S -1.436 -0.593 4.064  0.06
92 H 0.931 -4.810 2.179  0.00
93 H 3.066 -4.537 2.610  0.00
94 H 0.861 3.662 -0.980  0.00
95 N -2.453 -0.343 1.680  0.33
96 C 0.040 1.342 -2.898  0.00
97 O -2.683 -0.032 -0.581  0.05
98 H -0.918 0.996 5.761  0.00
99 H -0.155 7.477 2.646  0.00
100 C 0.295 5.591 1.748  0.00

***

(4)
Computed, not measured: a molecular structure, C38H50Cl2NO6P2V, with wB97M-V/def2-TZVPD.

Values from the calculation:
LUMO level (alpha / beta) = 4.30 / 4.30 eV
Multiplicity = 3
Net charge = -2
Energy above the lowest of the compared OMol25 structures with the same formula, charge and spin = 0.264 eV
HOMO-LUMO gap (alpha / beta) = 0.2117 / 0.2117 Ha
HOMO energy (alpha / beta) = -0.0539 / -0.0538 hartree

Last column: Löwdin spin population.
Atoms and positions in Å:
1 H 2.178 -0.812 -4.290  0.00
2 O -1.724 0.923 -3.327  0.00
3 H -1.202 3.004 -4.986  0.00
4 H 4.596 3.582 3.902  0.00
5 H 3.590 -3.358 3.584  0.00
6 H 1.833 -1.722 -2.806  0.00
7 H -1.091 2.526 2.453  0.00
8 O -0.508 -1.116 -3.779  0.00
9 H -0.651 -3.932 3.431  0.00
10 H 0.570 -4.208 -4.254  0.00
11 H -1.783 0.779 -6.044  0.00
12 H -3.487 1.280 -6.185  0.00
13 H 2.381 -0.505 0.360  0.00
14 N 0.109 -1.637 -0.444  0.00
15 H 5.630 3.533 1.647  0.00
16 H 0.597 -1.008 -6.241  0.00
17 H 2.850 -2.127 -1.139  0.00
18 H 2.546 2.267 4.327  0.00
19 C 0.206 1.062 5.213  0.00
20 C -1.779 2.896 4.456  0.00
21 O 0.561 0.730 -2.387  0.02
22 C -1.607 2.576 5.792  0.00
23 C 4.179 2.955 3.122  -0.01
24 C -2.636 1.583 -4.227  0.00
25 V 0.320 0.797 -0.450  2.00
26 H -3.876 2.142 -2.565  0.00
27 H -2.893 3.567 -5.044  0.00
28 H -2.037 -4.164 -0.308  0.00
29 H -2.228 3.036 6.553  0.00
30 H 4.661 2.137 -0.138  0.00
31 H 1.537 0.393 6.750  0.00
32 Cl -4.734 1.010 0.738  0.00
33 C -0.619 1.674 6.157  0.00
34 H -2.532 3.614 4.152  0.00
35 H -0.003 -3.434 -2.755  0.00
36 C -2.747 0.804 -5.536  0.00
37 O -1.484 1.380 0.331  0.01
38 P -0.228 0.460 -3.661  0.00
39 H 1.712 3.053 -1.084  0.00
40 C 1.484 -3.791 3.575  0.00
41 C 2.426 0.535 0.046  -0.03
42 C -3.967 1.575 -3.491  0.00
43 C -1.166 -3.521 -0.298  0.00
44 C 2.438 -2.717 -0.318  0.00
45 Cl 0.697 3.912 0.861  0.00
46 H -2.636 -0.648 0.126  0.00
47 H -4.253 0.548 -3.250  0.00
48 H -3.069 -0.221 -5.331  0.00
49 H 0.935 -0.909 5.710  0.00
50 H 2.176 0.173 5.117  0.00
51 C 2.412 -1.632 3.102  0.00
52 C 0.305 -1.996 -5.887  0.00
53 H -4.745 2.023 -4.116  0.00
54 H -1.785 -1.039 3.797  0.00
55 H -2.276 -0.689 -1.592  0.00
56 H 2.509 -2.559 -4.224  0.00
57 H -2.033 -2.195 2.467  0.00
58 H -3.222 2.301 1.985  0.00
59 C -2.374 2.233 -0.021  0.00
60 O -2.402 2.963 -1.004  0.00
61 H 2.790 -3.746 -0.438  0.00
62 H 0.602 -4.898 -0.116  0.00
63 C -0.979 2.285 3.503  0.00
64 C 0.935 -2.735 -0.304  0.00
65 C 4.752 2.928 1.854  0.00
66 H -2.029 3.500 -3.488  0.00
67 H -1.092 -3.582 -4.149  0.00
68 C 3.038 2.202 3.362  0.00
69 C 2.487 1.419 2.357  0.00
70 H 3.275 -0.981 2.989  0.00
71 C 2.590 -2.963 3.445  0.00
72 C 3.067 1.365 1.069  0.00
73 H -0.031 3.315 -1.281  0.00
74 C -2.155 3.012 -4.456  0.00
75 C -1.172 -2.142 -0.455  0.00
76 H -0.465 1.446 7.207  0.00
77 C 1.137 -1.110 2.900  0.00
78 C -0.056 -3.409 -3.845  0.00
79 C 0.193 -3.900 -0.212  0.00
80 H -3.250 -1.962 -0.870  0.00
81 P 0.859 0.626 2.385  0.00
82 C 1.276 0.130 5.722  0.00
83 O 0.324 1.025 -4.914  0.00
84 C 0.016 -1.943 3.034  0.00
85 C -3.557 2.348 0.954  0.00
86 C -1.380 -1.412 2.850  0.00
87 H 2.882 -2.336 0.602  0.00
88 H -1.402 -0.586 2.138  0.00
89 H 0.950 -2.756 -6.337  0.00
90 C -2.390 -1.309 -0.703  0.00
91 H -4.096 3.266 0.753  0.00
92 C 0.730 2.866 -0.646  -0.02
93 H 1.611 -4.841 3.816  0.00
94 C 0.212 -3.280 3.367  0.00
95 C 4.209 2.146 0.848  0.00
96 C 0.005 1.356 3.851  0.00
97 H -0.727 -2.190 -6.193  0.00
98 C 1.830 -1.768 -3.893  0.00
99 H 2.935 0.593 -0.919  0.00
100 C 0.411 -2.062 -4.365  0.00